[1]
{
  "formula": "C3H11NO2Si",
  "method": "ωB97M-V/def2-TZVPD",
  "smiles": "C[Si](C)(C)O.N=O",
  "lumo_ev": -1.1,
  "orbital_gap_ev": 8.427,
  "relative_energy_kj_mol": 542.29,
  "species": ["C", "C", "C", "N", "O", "O", "Si", "H", "H", "H", "H", "H", "H", "H", "H", "H", "H", "H"],
  "coordinates": [[0.140, 1.491, 1.179], [1.056, -1.387, 0.735], [1.688, 0.792, -1.642], [-2.834, -1.414, 0.046], [-3.665, -0.951, 0.756], [-0.970, 0.178, -0.901], [0.441, 0.217, -0.168], [-0.277, 2.359, 0.685], [-0.645, 1.104, 1.847], [1.078, 1.611, 1.652], [0.687, -2.290, 0.257], [2.136, -1.459, 0.735], [0.625, -1.374, 1.766], [1.902, 0.136, -2.544], [1.170, 1.741, -1.620], [2.620, 0.898, -1.071], [-3.208, -1.584, -1.041], [-1.944, -0.068, -0.671]]
}

[2]
{
  "formula": "C3H11NO3",
  "method": "ωB97M-V/def2-TZVPD",
  "smiles": "C[C@H](N)C=O.O.O",
  "lumo_ev": 0.5,
  "orbital_gap_ev": 9.978,
  "relative_energy_kj_mol": 153.62,
  "species": ["O", "C", "C", "C", "N", "H", "H", "H", "H", "H", "H", "H", "H", "H", "O", "H", "H", "O"],
  "coordinates": [[-0.400, -1.460, -1.597], [0.244, -2.024, -0.758], [0.225, -1.553, 0.703], [-0.925, -2.309, 1.383], [0.007, -0.127, 0.795], [0.830, -2.918, -1.045], [1.187, -1.797, 1.140], [-0.566, -3.244, 1.815], [-1.294, -1.714, 2.223], [-1.719, -2.508, 0.668], [-0.700, 0.153, 0.114], [0.820, 0.407, 0.505], [1.238, 3.282, 0.645], [0.104, 2.579, 1.275], [0.549, 3.441, 1.308], [0.029, 3.312, -2.164], [1.014, 2.112, -2.322], [0.221, 2.412, -1.871]]
}

[3]
{
  "formula": "C3H11NO3",
  "method": "ωB97M-V/def2-TZVPD",
  "smiles": "CNCC=O.O.O",
  "lumo_ev": 0.5,
  "orbital_gap_ev": 9.518,
  "relative_energy_kj_mol": 312.69,
  "species": ["C", "N", "C", "C", "O", "H", "H", "H", "H", "H", "H", "H", "H", "H", "O", "H", "H", "O"],
  "coordinates": [[-1.771, -1.038, 0.759], [-0.770, -0.356, -0.124], [-0.600, 1.145, 0.158], [-0.476, 1.283, 1.634], [-0.754, 2.403, 2.061], [-2.009, -1.904, 0.064], [-1.307, -1.640, 1.676], [-2.697, -0.426, 0.784], [0.122, -0.820, 0.029], [-1.320, 1.646, -0.312], [0.290, 1.637, -0.410], [-0.047, 0.474, 2.215], [2.840, -1.069, 0.480], [3.527, 0.057, -0.381], [2.922, -0.156, 0.320], [0.775, -0.778, -3.640], [0.364, -0.402, -2.295], [0.912, -0.056, -3.017]]
}

[4]
{
  "formula": "C3H11NO3",
  "method": "ωB97M-V/def2-TZVPD",
  "smiles": "CCC(N)=O.O.O",
  "lumo_ev": 0.4,
  "orbital_gap_ev": 10.254,
  "relative_energy_kj_mol": 142.49,
  "species": ["C", "C", "C", "N", "O", "H", "H", "H", "H", "H", "H", "H", "H", "H", "O", "H", "H", "O"],
  "coordinates": [[-0.958, -1.339, 2.529], [0.116, -0.695, 1.626], [-0.354, 0.513, 0.713], [0.276, 1.680, 0.990], [-0.560, 0.212, -0.465], [-0.551, -1.748, 3.481], [-1.756, -0.592, 2.650], [-1.504, -2.128, 1.991], [0.484, -1.408, 0.898], [0.987, -0.232, 2.088], [0.675, 1.870, 1.890], [0.055, 2.362, 0.276], [0.929, -1.315, -3.291], [-0.233, -0.797, -2.472], [0.086, -1.586, -2.928], [0.231, 1.912, -2.776], [1.448, 1.880, -3.705], [0.629, 1.409, -3.493]]
}

[5]
{
  "formula": "C3H11NO3",
  "method": "ωB97M-V/def2-TZVPD",
  "smiles": "CNC(C)=O.O.O",
  "lumo_ev": 0.7,
  "orbital_gap_ev": 10.211,
  "relative_energy_kj_mol": 96.81,
  "species": ["C", "C", "N", "C", "O", "H", "H", "H", "H", "H", "H", "H", "H", "H", "O", "H", "H", "O"],
  "coordinates": [[1.488, -0.755, 0.876], [0.060, -0.514, 0.290], [-0.977, -0.136, 1.072], [-1.212, -0.566, 2.440], [-0.138, -0.627, -0.933], [1.543, -1.557, 1.606], [2.030, -0.877, -0.053], [1.727, 0.179, 1.395], [-1.724, 0.252, 0.509], [-2.302, -0.576, 2.763], [-0.612, -0.032, 3.181], [-1.062, -1.661, 2.494], [1.630, -0.506, -1.905], [2.038, 0.600, -2.917], [2.376, 0.028, -2.224], [-1.386, 1.934, -1.908], [-1.187, 2.643, -0.526], [-1.729, 2.018, -1.017]]
}

[6]
{
  "formula": "C3H11NO3",
  "method": "ωB97M-V/def2-TZVPD",
  "smiles": "CN(C)C=O.O.O",
  "lumo_ev": 0.9,
  "orbital_gap_ev": 10.311,
  "relative_energy_kj_mol": 225.31,
  "species": ["C", "N", "C", "C", "O", "H", "H", "H", "H", "H", "H", "H", "H", "H", "O", "H", "H", "O"],
  "coordinates": [[0.491, -0.692, 2.755], [1.693, -0.964, 2.227], [2.598, 0.195, 2.104], [2.282, -2.244, 2.528], [0.082, 0.458, 2.764], [-0.075, -1.617, 3.055], [2.728, 0.421, 0.993], [3.597, 0.009, 2.723], [2.077, 1.139, 2.275], [1.689, -2.995, 1.992], [2.373, -2.572, 3.650], [3.276, -2.311, 2.240], [-1.745, 1.681, -6.809], [-3.109, 2.159, -6.138], [-2.218, 2.156, -6.111], [-4.771, 1.386, -2.884], [-5.946, 1.829, -3.767], [-5.022, 1.962, -3.596]]
}